[1]
151
Properties=species:S:1:pos:R:3:forces:R:3 method="wB97M-V/def2-TZVPD" lumo_energy_ev="-5.0 / -5.0" homo_ev="-8.28 / -10.40" energy_ev=-113391.578 spin_multiplicity=2 total_charge=+2 s_squared=0.754
C 3.9791 -2.3133 4.1332 -1.63 1.12 -0.56
C 3.5730 -1.1835 3.1982 1.61 0.63 -1.20
O 4.0143 -1.0289 2.0796 -0.82 -0.45 1.47
N 2.6960 0.0013 3.6097 2.20 1.47 0.43
H 2.1703 0.2209 2.7758 -0.93 0.15 -0.77
H 2.0974 -0.0739 4.4197 -1.36 -1.63 1.41
C 3.5309 1.2817 3.8968 -0.06 -0.90 -1.00
H 3.0490 -2.7974 4.4308 -0.07 -0.33 -0.07
H 4.3241 -1.9240 5.0911 0.53 -0.01 -0.19
H 4.6239 -2.9469 3.5242 0.14 0.06 0.58
H 4.2573 1.1007 4.6890 -0.31 -0.04 0.01
H 2.8572 2.1150 4.0966 -0.13 -0.42 0.27
H 4.0383 1.5307 2.9648 0.12 -0.19 0.11
C -0.1852 6.7585 4.1824 -1.61 -2.27 -0.16
C -0.8351 5.4867 3.5618 -0.70 1.96 -2.25
O -1.7815 5.5447 2.8074 2.21 -1.33 1.93
N -0.1286 4.1360 3.9072 -1.52 0.99 -0.22
H 0.5686 3.8811 3.2225 0.66 -0.46 -1.61
H 0.3533 4.2560 4.7867 0.07 -0.06 0.45
C -1.1292 3.0241 3.9743 0.66 -0.12 0.46
H -0.9925 7.4874 4.1117 0.41 0.22 0.05
H 0.7150 7.0552 3.6442 0.02 -0.10 0.33
H -0.0806 6.4173 5.2123 0.73 0.86 0.30
H -1.6273 3.2433 4.9187 -0.66 -0.61 -0.38
H -0.5596 2.0955 4.0096 -0.14 0.02 0.16
H -1.7268 3.0259 3.0627 -0.11 0.26 0.37
C -0.9754 5.1459 -0.5059 0.27 -0.39 0.65
C -0.4318 6.4892 -0.8083 2.91 1.70 2.86
O 0.4078 7.0541 -0.0276 -3.94 -1.68 -4.49
N -0.9250 7.1186 -2.1393 2.36 2.18 0.09
H -0.9756 6.4649 -2.9075 0.13 -2.44 -0.88
H -1.8846 7.4215 -2.0521 -0.46 0.39 0.38
C -0.0235 8.2567 -2.7769 -0.23 -0.12 0.39
H -0.3177 4.7794 0.2823 0.39 -0.37 -0.33
H -1.0255 4.4756 -1.3639 0.02 0.12 -0.33
H -1.9165 5.1122 0.0430 -0.50 0.63 -0.48
H 0.9670 7.8693 -3.0154 -0.13 -0.36 0.64
H 0.0234 9.1485 -2.1520 -0.03 -0.45 0.29
H -0.3796 8.5809 -3.7548 -0.81 -0.48 0.18
C -6.1342 -2.8804 0.1254 0.44 0.81 0.58
C -4.8403 -2.2625 0.7224 -1.63 -1.58 -2.61
O -3.9902 -1.7114 -0.0224 1.33 0.90 0.61
N -4.8603 -2.2306 2.1826 2.29 -1.96 -0.93
H -5.0697 -1.3113 2.5446 -0.07 0.68 0.83
H -5.6087 -2.8969 2.3096 -0.41 0.16 0.97
C -3.5531 -2.8380 2.8440 -1.10 1.59 -0.25
H -7.0464 -2.4204 0.5054 -0.29 -0.08 0.60
H -6.1643 -3.9552 0.3042 -0.30 -0.14 -0.20
H -6.2538 -2.6488 -0.9329 0.69 -0.26 -0.06
H -3.2434 -3.7884 2.4093 -0.98 -0.16 0.14
H -3.8154 -2.8153 3.9018 0.63 -0.43 0.01
H -2.7035 -2.1986 2.6045 -0.43 0.44 0.20
C 0.7485 -5.7567 0.8551 -0.99 -0.33 -0.54
C 1.1260 -6.3885 -0.4686 0.05 1.71 1.36
O 2.1850 -6.8285 -0.7265 -0.34 -0.62 -0.49
N 0.0865 -6.2027 -1.5457 -0.63 -1.82 -1.32
H -0.7734 -5.7199 -1.3274 -0.01 0.30 0.89
H 0.4700 -5.6423 -2.2934 1.18 0.96 -1.32
C -0.3797 -7.4971 -2.1939 -0.38 -0.89 0.85
H -0.3114 -5.5085 0.9111 -0.21 -0.33 -0.05
H 1.2056 -4.7696 0.9237 0.68 -0.32 0.27
H 0.9640 -6.4819 1.6397 0.40 0.51 0.17
H -0.9640 -7.3083 -3.0944 0.40 0.27 0.05
H -1.0150 -8.0034 -1.4671 -0.28 0.24 0.04
H 0.4080 -8.2369 -2.3366 0.41 0.72 -0.35
C 3.4941 6.8946 0.6258 -0.04 -1.11 -0.77
C 3.5484 5.4973 -0.0597 -1.06 1.79 -3.57
O 3.2831 5.3426 -1.2451 1.21 -0.49 4.02
N 3.8935 4.3705 0.9086 1.42 0.83 -0.76
H 3.9982 4.9333 1.7407 0.71 -0.42 0.75
H 3.0767 3.8073 1.0980 -1.39 -1.29 -0.21
C 5.1359 3.5351 0.4997 -0.39 0.76 -0.49
H 4.4588 7.3595 0.8291 0.30 -0.50 0.12
H 2.9346 6.7840 1.5547 -0.14 0.34 0.00
H 3.0132 7.5582 -0.0929 -0.30 -0.17 0.30
H 5.1075 2.5454 0.9556 -0.23 0.23 -0.19
H 6.0699 4.0531 0.7178 -0.33 0.20 0.60
H 5.1138 3.5342 -0.5901 -0.35 -0.61 0.07
C -3.7738 -3.6847 -4.9482 1.34 -0.35 0.02
C -3.6540 -2.7558 -3.7656 -3.05 0.88 -0.55
O -4.6202 -2.1575 -3.3236 3.47 -1.15 -0.37
N -2.2185 -2.6146 -3.1757 -2.32 2.76 1.25
H -2.2947 -3.2878 -2.4266 -0.01 0.30 1.14
H -1.4482 -3.0441 -3.6680 1.59 -0.54 -1.84
C -1.9086 -1.1351 -2.6380 -0.13 -1.04 0.69
H -3.4590 -3.1360 -5.8358 -0.17 0.32 -0.10
H -4.7460 -4.1423 -5.1311 -0.04 0.49 0.45
H -3.0122 -4.4635 -4.9077 0.06 -0.20 0.19
H -1.6889 -0.4009 -3.4132 0.03 -0.83 -0.37
H -1.0847 -1.2192 -1.9294 0.29 -0.27 -0.53
H -2.7121 -0.7423 -2.0149 -0.57 -0.67 -0.36
C 1.3231 -3.9158 -4.1358 -3.57 -1.03 -1.74
O 1.9856 -5.0724 -3.5715 0.39 1.10 0.65
O -0.0407 -4.2198 -4.2371 0.31 1.06 1.78
C 1.6916 -2.6613 -3.2795 0.10 -2.85 -1.93
F 1.1893 -1.4979 -3.5805 -1.08 1.21 -1.20
F 1.3672 -2.9028 -2.0631 -1.72 -0.70 4.26
F 2.9779 -2.5643 -3.2736 3.23 0.74 -0.46
C 2.1655 -6.2093 -4.3891 1.77 -1.27 0.12
C 3.1375 -7.2298 -3.6590 -0.67 0.71 -0.50
H 2.4839 -7.8530 -3.0487 0.69 -0.12 0.33
H 3.7201 -7.8590 -4.3319 -0.62 -0.13 -0.50
H 3.9508 -6.7574 -3.1082 -0.54 0.35 0.46
H 2.6376 -5.9833 -5.3452 -0.29 0.50 -0.12
H 1.2457 -6.7668 -4.5660 -0.32 0.38 -0.19
H 1.5598 -3.7203 -5.1817 1.31 -0.01 -0.06
C -0.6970 3.5796 -4.6953 0.71 3.50 -1.19
O -1.1079 3.8555 -6.0275 0.59 -1.15 -1.95
O -1.0020 4.7608 -4.0627 -0.67 -1.39 2.09
C -1.1690 2.1379 -4.2588 -1.28 0.83 -0.83
F -0.2222 1.2133 -4.3736 0.90 -0.49 -0.99
F -1.4384 2.1209 -2.9746 -1.04 0.20 1.89
F -2.2860 1.6203 -4.9223 1.22 0.76 0.69
C -0.3268 3.2827 -7.1155 -1.10 -0.66 -0.40
C -0.5184 4.1153 -8.3846 -0.27 1.15 0.81
H -0.2411 5.1359 -8.1210 -0.01 0.22 -0.23
H 0.0080 3.8629 -9.3050 0.31 -0.54 0.41
H -1.5786 4.1360 -8.6371 -0.05 -0.01 0.08
H -0.7467 2.3161 -7.3939 0.02 -0.50 0.42
H 0.7155 3.1015 -6.8531 0.14 0.38 0.23
H 0.3927 3.5756 -4.7181 0.59 -1.12 0.07
C -0.0864 -1.8173 5.4191 1.38 2.87 3.84
O -0.7498 -1.7866 6.7661 -0.90 -1.23 -1.63
O 1.1234 -1.0977 5.7978 -1.84 -2.37 -3.22
C -0.1355 -3.2706 4.7899 -0.12 0.71 2.02
F 0.1016 -4.2489 5.6393 -0.25 -0.54 1.21
F -1.3237 -3.5779 4.1860 0.10 0.50 0.09
F 0.7857 -3.4139 3.8863 1.65 0.20 -2.34
C -2.0879 -2.2912 6.8634 -0.17 -0.53 0.55
C -2.5305 -2.1791 8.3048 0.75 0.58 0.38
H -3.4790 -2.6448 8.5720 -0.11 0.09 -0.48
H -1.7752 -2.6532 8.9316 0.06 0.15 0.10
H -2.5549 -1.1089 8.5101 -0.13 -0.05 0.55
H -2.1963 -3.3509 6.6322 0.37 -0.15 -0.61
H -2.8154 -1.7278 6.2791 0.11 0.21 -0.62
H -0.7164 -1.2065 4.7724 -0.28 0.10 -0.55
C 0.7800 1.7151 0.7395 0.56 1.72 1.53
O 0.9128 0.4473 1.3087 -0.86 -2.35 0.12
O 1.2106 2.6699 1.7051 0.32 -0.56 -1.75
C 1.5176 1.7306 -0.6774 -1.59 1.60 0.85
F 1.4470 3.0113 -1.1684 0.13 -0.34 0.26
F 2.7833 1.3838 -0.7149 1.00 -0.27 0.54
F 0.8595 0.9667 -1.5327 -0.25 -0.54 -0.24
C -0.1367 -0.5452 1.0083 0.39 -1.39 -1.62
C 0.4921 -1.9641 0.9789 0.35 1.35 2.00
H 1.3924 -1.9300 0.3654 -0.23 -0.39 -0.16
H 0.7605 -2.1234 2.0233 0.60 -0.35 -0.01
H -0.2075 -2.7812 0.8027 -0.15 0.34 -0.66
H -0.5454 -0.5124 -0.0017 0.22 1.26 -0.17
H -1.0357 -0.5520 1.6246 0.36 0.62 0.72
H -0.2848 1.8181 0.5306 -0.22 0.44 -0.52

***

[2]
151
Properties=species:S:1:pos:R:3:forces:R:3 method="wB97M-V/def2-TZVPD" lumo_energy_ev=-9.3 homo_ev=-12.12 energy_ev=-113381.655 total_charge=+3
C -4.9943 2.6112 -0.8550 0.04 0.63 1.69
C -5.2399 3.7158 0.1868 3.25 1.67 1.50
O -4.3744 4.3371 0.8141 -3.74 -2.23 -2.36
N -6.7235 4.0188 0.4543 0.73 -0.24 0.71
H -7.0197 4.7620 -0.1622 -0.07 0.44 -0.48
H -7.2348 3.1964 0.1675 -0.45 -0.38 0.13
C -7.0495 4.4799 1.8916 -0.06 -0.41 -1.08
H -3.9146 2.4697 -0.8071 -0.01 0.15 -0.67
H -5.4448 2.8197 -1.8254 0.27 0.12 0.00
H -5.4138 1.6948 -0.4399 -0.31 -0.05 0.06
H -8.1375 4.4754 1.9574 0.10 0.30 0.01
H -6.6158 5.4799 1.8917 -0.08 -0.25 0.83
H -6.6574 3.7306 2.5792 0.31 0.45 0.00
C -4.5327 -0.8138 -2.0647 0.00 -1.24 -0.77
C -5.2200 -1.6341 -3.2074 -2.74 3.58 -2.28
O -6.0541 -1.1917 -4.0174 3.68 -2.59 3.42
N -4.7454 -3.1040 -3.3221 -2.24 -0.13 -0.17
H -3.9346 -3.1339 -3.9236 0.21 0.06 -0.42
H -4.4274 -3.3890 -2.4068 0.04 -0.27 0.43
C -5.7918 -4.1520 -3.8711 1.27 -0.10 -1.06
H -3.7718 -0.1091 -2.4002 -0.16 0.04 -0.70
H -3.9555 -1.4894 -1.4335 -0.32 0.03 0.45
H -5.2551 -0.2197 -1.5049 -0.15 -0.47 -0.07
H -5.1392 -4.9681 -4.1810 -0.21 -0.36 0.50
H -6.2032 -3.8348 -4.8294 -0.10 0.75 0.38
H -6.5800 -4.4806 -3.1936 0.43 0.53 0.36
C -0.9462 -0.6580 -4.4492 -0.65 -0.76 -0.67
C 0.2990 -1.4398 -4.6738 2.19 2.62 1.52
O 1.3649 -1.0417 -4.2718 -1.66 -1.82 -1.05
N 0.2244 -2.6027 -5.6367 0.84 0.34 1.34
H -0.0193 -3.4090 -5.0794 0.46 -0.72 0.39
H -0.6325 -2.4933 -6.1602 0.14 0.33 -1.23
C 1.5516 -2.8177 -6.3771 -1.26 -0.95 -1.29
H -0.6885 0.2669 -3.9332 -0.21 -0.13 -0.17
H -1.7563 -1.2053 -3.9672 0.21 -0.17 0.61
H -1.3796 -0.5408 -5.4424 0.03 0.83 -0.24
H 1.9241 -1.8608 -6.7428 0.06 -0.20 0.38
H 1.1990 -3.4313 -7.2062 0.44 0.15 -0.38
H 2.2437 -3.4586 -5.8310 -0.11 0.66 0.53
C 1.5674 4.3000 2.3325 -0.27 0.12 0.38
C 0.6782 5.5136 2.2263 0.49 1.14 3.73
O 0.3561 6.2115 3.1850 0.50 -1.61 -3.09
N 0.1376 5.8177 0.8849 -1.73 -0.46 -0.40
H 0.4912 6.6751 0.4848 0.01 0.83 0.36
H 0.5081 5.1029 0.2752 -0.10 -1.34 -0.78
C -1.4172 5.7299 0.8897 0.79 0.93 -0.11
H 1.9082 3.8206 1.4148 -0.08 0.40 0.02
H 0.9953 3.5801 2.9177 -0.30 -0.23 -0.10
H 2.3830 4.5350 3.0164 0.17 0.26 -0.31
H -1.7201 4.6877 0.9903 0.31 0.24 0.11
H -1.8278 6.1661 -0.0209 0.45 -0.32 -0.25
H -1.7606 6.3989 1.6788 0.15 -0.45 0.29
C 2.1911 -2.5814 -1.3685 -0.04 0.71 -0.17
C 2.3461 -3.7454 -2.2546 0.62 0.81 -2.56
O 3.0264 -3.6978 -3.2766 -2.43 -1.72 2.70
N 1.5219 -4.9511 -1.7056 1.35 -0.83 -2.97
H 1.7927 -4.9541 -0.7326 0.84 -1.26 3.03
H 0.5379 -4.7386 -1.6238 -0.30 0.28 -0.22
C 1.7327 -6.3367 -2.4182 -0.05 1.00 1.26
H 1.1722 -2.3142 -1.0883 -0.18 -0.57 0.34
H 2.5212 -1.7097 -1.9336 0.54 -0.10 0.32
H 2.7950 -2.8084 -0.4899 0.01 0.37 0.39
H 1.5569 -7.1291 -1.6907 -0.10 0.30 0.23
H 2.7853 -6.3864 -2.6972 -0.31 0.12 -0.38
H 0.9930 -6.4178 -3.2147 0.46 0.11 -0.15
C -3.7283 -4.2798 4.3074 -0.35 0.53 -0.04
C -3.5479 -4.6910 2.8793 1.37 -2.42 0.74
O -3.2811 -5.7940 2.4942 -0.65 1.21 -0.21
N -3.4705 -3.5671 1.8644 0.37 0.32 -0.08
H -4.2441 -3.6400 1.2191 -0.16 -0.52 -0.43
H -3.7586 -2.7436 2.3731 0.02 2.23 0.85
C -2.1196 -3.4537 1.1589 -0.87 -0.52 0.52
H -4.1975 -3.2974 4.3612 -0.02 0.08 0.24
H -2.7559 -4.2554 4.7992 0.38 0.27 -0.35
H -4.2451 -5.0099 4.9302 -0.35 -0.16 -0.57
H -2.0517 -4.4036 0.6288 0.50 0.08 0.06
H -1.3454 -3.3351 1.9171 -0.09 -0.20 -0.04
H -2.0744 -2.5912 0.4940 -0.38 0.05 0.18
C 3.0699 4.9600 -3.5505 0.50 -0.17 -0.14
C 2.8744 3.4790 -3.2110 -0.33 -0.09 0.28
O 2.4984 2.6214 -3.9657 0.63 0.86 1.04
N 3.0325 3.0796 -1.6779 -0.73 -2.55 -3.60
H 3.4561 3.8410 -1.1671 1.50 1.83 1.64
H 2.0619 3.0308 -1.4027 -1.29 0.18 0.81
C 3.6312 1.6716 -1.4642 0.78 1.60 0.57
H 2.2606 5.5939 -3.1881 -0.21 -0.35 0.25
H 3.1454 5.1169 -4.6265 -0.33 -0.52 -0.06
H 3.9755 5.4256 -3.1615 0.07 -0.50 0.62
H 3.6063 1.4984 -0.3884 -0.07 0.12 -0.12
H 4.6762 1.7809 -1.7543 -0.07 -0.27 -0.06
H 3.1443 0.8363 -1.9675 -0.33 0.69 -0.32
C -3.8081 -0.0734 2.7871 -0.95 -4.66 0.06
O -2.4738 -0.7099 3.0138 0.24 0.14 0.50
O -4.7863 -1.0382 3.0589 1.62 2.25 -0.54
C -3.9191 1.3696 3.3072 0.49 -2.19 3.29
F -4.9361 2.0110 2.7299 -0.21 0.65 -0.56
F -4.0530 1.5011 4.6651 -1.18 -0.58 -0.67
F -2.7644 1.9561 3.1447 1.26 1.63 -1.89
C -1.9004 -0.7330 4.3342 -0.20 1.26 0.16
C -0.7204 -1.6378 4.4806 -0.12 -0.71 -0.55
H -0.1150 -1.3296 5.3330 0.03 0.05 -0.12
H -1.0320 -2.6635 4.6778 0.20 -0.19 -0.20
H -0.1403 -1.5837 3.5593 0.37 -0.18 0.07
H -2.6164 -0.9901 5.1148 -0.41 0.32 -0.15
H -1.4880 0.2646 4.4849 -0.40 0.29 0.43
H -3.6424 -0.0049 1.7119 -0.34 0.89 -0.79
C 1.9802 -4.8738 2.2047 0.20 1.43 -2.37
O 3.3063 -4.6846 2.4879 2.85 1.37 2.20
O 1.9941 -5.6816 1.1294 -1.73 -0.70 -0.98
C 1.2355 -5.3216 3.4893 1.27 0.17 -2.67
F 0.0170 -5.6906 3.1742 -3.03 0.64 -0.17
F 1.8029 -6.4168 3.8088 1.89 -2.71 2.11
F 1.2293 -4.4744 4.5187 -0.25 0.44 0.12
C 3.7849 -3.4747 3.0883 2.25 0.53 -0.11
C 5.3699 -3.5099 3.2364 -1.17 -1.28 -0.22
H 5.7845 -2.6079 3.6865 -0.27 0.04 -0.08
H 5.6141 -4.3645 3.8673 -0.02 0.12 0.34
H 5.9020 -3.7552 2.3173 -0.26 0.38 -0.31
H 3.4732 -3.1640 4.0855 -0.78 -0.84 0.25
H 3.5785 -2.5845 2.4940 -0.47 -0.06 -0.69
H 1.6249 -3.9250 1.8024 -0.98 1.34 0.79
C -0.0710 1.9188 0.0015 -0.59 5.27 1.52
O 1.1717 1.5410 0.5809 -1.34 -1.45 -0.52
O 0.1251 3.2748 -0.5228 -0.35 -3.56 -0.58
C -0.8412 0.8066 -0.8135 4.16 0.99 2.52
F -1.2963 -0.1707 0.0558 -0.27 0.56 -1.45
F -1.7721 1.1955 -1.6087 -2.69 0.68 -0.85
F 0.0874 0.2910 -1.6094 0.80 -1.99 -1.13
C 1.0438 0.5840 1.6480 1.19 -1.15 0.02
C 2.4499 0.0987 1.8962 1.05 1.26 0.26
H 2.8666 -0.3195 0.9800 -0.08 -0.48 0.12
H 3.0675 0.9789 2.0746 0.15 0.17 0.04
H 2.6348 -0.5112 2.7806 -0.48 -0.35 -0.26
H 0.5212 -0.3340 1.3791 -0.69 0.35 -0.28
H 0.6081 0.9752 2.5674 -0.27 0.44 -0.18
H -0.7530 2.1234 0.8268 -0.43 -0.54 0.59
C 5.2782 4.8443 0.3292 -1.77 1.22 -1.69
O 5.9329 4.1209 -0.6922 -0.22 -0.87 -0.02
O 4.0149 5.2894 -0.2186 1.73 -2.37 1.79
C 5.3428 3.9658 1.6838 0.67 0.80 -1.76
F 6.6183 3.5891 1.9824 -0.48 0.31 -0.39
F 4.9052 4.6890 2.6840 -0.45 0.79 1.17
F 4.6260 2.8342 1.6895 -0.50 -0.52 -0.49
C 7.2895 4.3588 -1.0514 -0.37 -1.32 -0.71
C 7.4126 3.6008 -2.3779 0.09 -0.03 -1.17
H 8.4024 3.5454 -2.8309 0.25 0.39 0.35
H 7.0651 2.5699 -2.4456 0.02 -0.27 1.13
H 6.7719 4.0228 -3.1522 -0.02 0.71 0.06
H 7.9743 3.9295 -0.3201 0.04 0.16 0.18
H 7.5076 5.4155 -1.2058 -0.11 0.13 0.13
H 5.8768 5.7415 0.4867 0.22 0.11 0.79